The following is a quantum chemistry calculation of a 2-piece molecular cluster, C5H13NO overall, from the Open Molecules 2025 dataset.

```
! wB97M-V def2-TZVPD RIJCOSX def2/J DEFGRID3
* xyz 0 1
C -0.53497 1.59551 1.49889
C -0.16476 0.60307 0.45050
C -0.53258 -0.68264 0.44663
C -1.77374 -1.10565 1.31991
N -0.03897 -1.74088 -0.30918
C 1.37212 -2.19091 0.11671
H 0.37766 1.85508 2.14438
H -1.51604 1.31604 2.10595
H -0.57045 2.59369 1.15789
H 0.60728 1.00888 -0.28588
H -2.51284 -0.18780 1.28250
H -2.39173 -2.01329 0.83156
H -1.59286 -1.50000 2.39715
H -0.69274 -2.50204 -0.38110
H 1.54776 -1.79342 1.07965
H 2.17748 -1.70707 -0.49131
H 1.49923 -3.22418 0.01307
O 1.26327 2.94145 -2.97156
H 2.13025 2.46875 -3.04377
H 0.90710 3.02361 -3.86922
*
```

Results
relative energy (zero: lowest compared OMol25 entry of this formula, charge and spin): 2.837 eV
SMILES: C/C=C(\C)NC.O
DFT total energy: -328.21460 a.u.
F_max: 0.067 hartree/bohr
LUMO level: 0.89 eV
HOMO energy: -7.8 eV